A 2-piece molecular cluster, C2O2S overall. Source: the OMol25 dataset; level of theory: the ωB97M-V functional and the def2-TZVPD basis.

Results
electronic energy	-624.83780	hartree
F_max	1.727	eV/A
E_HOMO	-0.4224	Ha
energy relative to the best compared isomer or geometry (same formula, charge and spin)	34.3	kcal per mole
orbital gap	0.4117	Ha
charge	0

CARTESIAN COORDINATES (ANGSTROEM)
C -0.102 -1.051 -0.446
C 0.256 1.536 0.706
O 0.448 -1.543 0.428
O -0.666 -0.592 -1.331
S 0.028 2.984 1.115

=====

A 2-piece molecular cluster, C3H4O overall. Source: the OMol25 dataset; level of theory: the ωB97M-V functional and the def2-TZVPD basis.

Results
electronic energy	-191.69322	hartree
F_max	3.321	eV/A
E_HOMO (alpha / beta)	-0.3615 / -0.3299	Ha
energy relative to the best compared isomer or geometry (same formula, charge and spin)	136.0	kcal per mole
orbital gap (alpha / beta)	0.3491 / 0.3145	Ha
charge	0

CARTESIAN COORDINATES (ANGSTROEM)
C -0.276 -0.206 -0.044
C -1.370 0.090 -0.670
C 1.029 -0.247 0.207
O 0.202 -1.152 0.859
H -2.323 -0.305 -0.423
H -1.256 1.041 -1.188
H 1.855 -0.518 -0.371
H 2.139 1.297 1.629

=====

One molecule with the formula C8H7NO3. Source: the OMol25 dataset; level of theory: the ωB97M-V functional and the def2-TZVPD basis.

Results
electronic energy	-589.28927	hartree
SMILES	O=NO[C@@H]1C=CC=C/C1=C1\CO1
F_max	3.335	eV/A
E_HOMO (alpha / beta)	-0.2971 / -0.2971	Ha
energy relative to the best compared isomer or geometry (same formula, charge and spin)	143.7	kcal per mole
orbital gap (alpha / beta)	0.2945 / 0.2945	Ha
charge	0

CARTESIAN COORDINATES (ANGSTROEM)
O -3.083 -2.622 0.501
N -2.667 -2.409 -0.579
O -1.749 -1.446 -0.717
C -1.071 -0.709 0.441
C -1.851 0.432 0.854
C -1.554 1.596 0.240
C -0.435 1.913 -0.566
C 0.480 0.905 -0.737
C 0.282 -0.376 -0.137
C 1.280 -1.245 0.140
C 2.622 -1.842 -0.119
O 1.485 -2.455 0.519
H -1.004 -1.521 1.136
H -2.760 0.650 1.454
H -2.203 2.421 0.353
H -0.402 2.898 -0.934
H 1.406 1.109 -1.232
H 2.719 -2.257 -1.142
H 3.419 -1.587 0.527

=====

C9H10GaO6 as an isolated structure. Source: the OMol25 dataset; level of theory: the ωB97M-V functional and the def2-TZVPD basis.

Results
electronic energy	-2723.77619	hartree
F_max	12.219	eV/A
E_HOMO	-0.8407	Ha
energy relative to the best compared isomer or geometry (same formula, charge and spin)	51.7	kcal per mole
orbital gap	0.2993	Ha
charge	+3

CARTESIAN COORDINATES (ANGSTROEM)
O 0.000 3.791 -1.364
C 0.000 2.724 -0.980
Ga 0.000 0.000 0.000
O 0.000 -1.118 -2.850
C 0.000 -0.660 -1.793
C 0.000 -1.727 0.621
O 0.000 -2.816 1.013
C -1.910 -0.014 0.005
O -3.060 -0.083 0.030
C 1.910 -0.014 0.005
O 3.060 -0.083 0.030
C 1.494 -0.550 3.312
C 0.065 -0.118 2.994
O -0.001 0.685 1.812
C 0.120 2.075 2.087
C -1.260 2.718 2.193
H 1.914 -1.175 2.498
H 1.505 -1.149 4.246
H 2.145 0.339 3.451
H -0.617 -0.988 2.915
H -0.351 0.426 3.874
H 0.681 2.266 3.030
H 0.763 2.568 1.336
H -1.839 2.236 3.009
H -1.158 3.799 2.420
H -1.820 2.600 1.243

=====

One molecule with the formula C3H2N2O2. Source: the OMol25 dataset; level of theory: the ωB97M-V functional and the def2-TZVPD basis.

Results
electronic energy	-375.45570	hartree
SMILES	O=c1ncnco1
F_max	5.330	eV/A
E_HOMO	-0.3897	Ha
energy relative to the best compared isomer or geometry (same formula, charge and spin)	35.0	kcal per mole
orbital gap	0.3501	Ha
charge	0

CARTESIAN COORDINATES (ANGSTROEM)
O 2.561 0.011 0.035
C 1.390 0.027 0.002
N 0.686 1.155 -0.104
C -0.645 1.209 -0.067
N -1.354 0.003 -0.023
C -0.726 -1.126 -0.013
O 0.679 -1.257 -0.209
H -1.260 2.164 0.004
H -1.331 -2.186 0.375

=====

C37H35F4MnN6O3SSi as an isolated structure. Source: the OMol25 dataset; level of theory: the ωB97M-V functional and the def2-TZVPD basis.

Results
spin multiplicity	5
electronic energy	-4223.20416	hartree
F_max	3.009	eV/A
expectation value of S²	6.053
E_HOMO (alpha / beta)	-0.2469 / -0.2676	Ha
energy relative to the best compared isomer or geometry (same formula, charge and spin)	45.0	kcal per mole
orbital gap (alpha / beta)	0.2046 / 0.2211	Ha
charge	0

CARTESIAN COORDINATES (ANGSTROEM)
Mn 0.545 -1.124 -1.128
C -2.406 -1.875 -1.420
N -1.238 -2.523 -0.814
C -1.593 -2.927 0.546
C -0.862 -3.711 -1.600
C -0.232 -3.330 -2.944
N 0.612 -2.158 -2.764
C 1.184 -1.619 -3.856
C 1.876 -0.389 -3.711
F 1.922 0.104 -2.416
C 2.437 0.327 -4.741
F 3.031 1.501 -4.487
C 2.395 -0.160 -6.038
C 1.777 -1.388 -6.222
F 1.743 -1.913 -7.456
C 1.193 -2.103 -5.192
F 0.627 -3.296 -5.502
H -3.274 -2.544 -1.406
H -2.203 -1.607 -2.455
H -2.667 -0.980 -0.858
H -2.529 -3.501 0.555
H -1.718 -2.039 1.163
H -0.813 -3.554 0.975
H -1.734 -4.356 -1.777
H -0.131 -4.274 -1.014
H -1.017 -3.124 -3.684
H 0.351 -4.184 -3.311
H 2.820 0.381 -6.863
C -6.047 -1.105 0.460
C -5.373 -1.759 1.481
C -4.208 -1.233 1.997
C -3.656 -0.045 1.493
C -4.351 0.596 0.454
C -5.524 0.075 -0.051
Si -2.110 0.741 2.156
C -0.944 0.004 3.396
C 0.101 0.829 3.848
C 1.047 0.366 4.736
C 0.977 -0.934 5.218
C -0.052 -1.762 4.793
C -0.996 -1.306 3.898
H -6.976 -1.502 0.081
H -5.772 -2.676 1.895
H -3.713 -1.750 2.805
H -3.957 1.510 0.038
H -6.049 0.595 -0.840
H -1.857 2.118 1.772
H 0.154 1.850 3.493
H 1.841 1.020 5.067
H 1.709 -1.299 5.923
H -0.125 -2.773 5.166
H -1.787 -1.973 3.587
O -2.903 5.912 -1.605
S -2.400 6.993 -0.786
O -2.843 6.985 0.600
O -2.318 8.282 -1.427
C -0.655 6.468 -0.401
N 0.250 7.331 -0.009
C 1.362 6.810 0.501
C 1.578 5.444 0.584
C 0.556 4.620 0.100
N -0.573 5.172 -0.365
C 0.565 3.171 0.052
C 1.332 2.348 0.882
C 1.181 0.980 0.806
N 0.327 0.373 -0.039
C -0.405 1.176 -0.856
C -0.312 2.539 -0.852
H 2.104 7.519 0.842
H 2.506 5.050 0.966
H 2.022 2.773 1.595
H 1.756 0.325 1.449
H -1.090 0.673 -1.547
H -0.905 3.151 -1.511
N 1.977 -2.510 0.217
C 3.191 -2.105 0.841
C 3.498 -2.449 2.152
C 4.738 -2.118 2.676
C 5.670 -1.443 1.908
C 5.334 -1.036 0.626
C 4.103 -1.365 0.096
H 2.194 -3.007 -0.650
H 1.452 -3.126 0.833
H 2.773 -2.978 2.757
H 4.982 -2.416 3.684
H 6.649 -1.230 2.307
H 6.042 -0.479 0.031
H 3.831 -1.052 -0.903

=====

An isolated ion of composition C10H18NO and charge +1. Source: the OMol25 dataset; level of theory: the ωB97M-V functional and the def2-TZVPD basis.

Results
electronic energy	-521.39319	hartree
SMILES	C=CC[N@@+]1(C)O[C@]1(C=C)CCC
F_max	4.674	eV/A
E_HOMO	-0.5204	Ha
energy relative to the best compared isomer or geometry (same formula, charge and spin)	119.9	kcal per mole
orbital gap	0.4022	Ha
charge	+1

CARTESIAN COORDINATES (ANGSTROEM)
C 1.447 2.119 1.681
C 2.133 0.970 1.649
C 1.313 -0.277 2.039
N 0.633 -0.956 0.892
C 1.580 -1.550 0.068
O -0.501 -1.754 1.130
C -0.768 -0.651 0.297
C -1.759 0.331 0.801
C -2.425 0.206 1.946
C -0.858 -0.811 -1.190
C -0.457 0.434 -1.951
C -0.878 0.343 -3.448
H 1.986 3.009 1.418
H 0.427 2.156 1.832
H 3.133 0.833 1.287
H 0.566 -0.058 2.716
H 1.897 -0.994 2.574
H 2.267 -2.059 0.583
H 1.048 -2.238 -0.593
H 1.927 -0.851 -0.618
H -2.015 1.088 0.162
H -3.212 0.863 2.202
H -2.189 -0.672 2.462
H -0.256 -1.594 -1.554
H -1.903 -0.835 -1.368
H -0.980 1.327 -1.550
H 0.706 0.526 -2.027
H -1.657 1.128 -3.610
H -1.207 -0.613 -3.768
H 0.002 0.583 -4.064